# 1
132
Properties=species:S:1:pos:R:3:forces:R:3 method="wB97M-V/def2-TZVPD" charge=+1 energy_ha=-3004.71691 gap_ev=3.06 homo_ev=-11.5 largest_force_ev_per_a=4.08
Al 0.26661 0.06223 -0.39093 -0.47 -1.00 0.11
Pb 3.58983 2.07747 1.88054 -2.58 -0.79 -1.26
F -0.80734 1.62535 1.93956 1.16 -0.68 -0.84
F 2.63805 -0.14932 1.48177 0.05 1.52 -0.27
F -0.81402 -1.76264 -2.42810 0.72 0.82 1.20
F 2.30356 2.25630 -0.31159 -0.04 -0.76 1.33
C -3.28175 -2.32998 -6.21912 -1.64 -0.87 -0.25
C -3.20064 -2.40586 -4.71486 0.18 -1.33 -1.42
O -2.72233 -1.21677 -4.28411 1.19 2.26 1.36
H -3.41796 -3.34100 -6.60306 -0.09 -0.05 -0.27
H -2.45853 -1.86854 -6.76453 0.08 0.12 0.54
H -4.21944 -1.79939 -6.38441 0.16 0.25 -0.73
H -2.49267 -3.19634 -4.46581 -0.13 -0.42 0.37
H -4.16789 -2.56469 -4.23809 -0.25 -0.66 -0.27
H -2.03385 -1.48543 -3.67138 0.55 0.86 0.78
C -1.04502 -4.28286 2.07214 0.30 1.12 -1.00
C -1.11589 -2.98689 1.12499 1.33 -0.67 0.79
O -0.43511 -1.78969 1.71610 -0.27 -1.79 -1.79
H -0.04654 -4.62764 2.34099 0.34 0.64 -0.10
H -1.40470 -5.12300 1.47811 -0.55 0.12 0.04
H -1.59931 -4.17456 3.00442 -0.27 0.07 -0.21
H -2.15036 -2.78029 0.85062 0.01 0.30 0.33
H -0.55112 -3.16217 0.20934 -0.09 -0.22 0.01
H -0.71575 -1.84302 2.63261 -0.29 1.32 0.73
C 2.18411 -2.33866 -6.68988 -1.57 0.03 0.44
C 0.88883 -1.97304 -5.87086 0.20 -0.32 -2.43
O 1.03651 -2.40948 -4.59761 1.55 -0.64 3.11
H 3.09206 -1.98709 -6.19987 -0.06 0.21 -0.20
H 2.06664 -2.00348 -7.72039 0.28 0.43 0.12
H 2.23674 -3.42356 -6.78125 0.05 -0.06 0.33
H 0.05116 -2.54736 -6.26657 -0.17 0.25 -0.75
H 0.60911 -0.91959 -5.86041 0.23 0.31 -0.50
H 0.25276 -2.28605 -4.05713 -0.57 0.06 0.18
C 4.02241 -3.73630 -0.50022 -0.13 -1.33 0.87
C 2.47504 -3.83013 -0.28320 1.42 -0.58 -0.37
O 2.11076 -2.47364 -0.28494 -1.30 1.64 -0.89
H 4.51089 -4.69112 -0.30583 -0.20 -0.31 0.30
H 4.39568 -3.06956 0.27710 0.30 0.19 -0.27
H 4.39711 -3.51069 -1.49863 -0.67 0.62 -0.01
H 2.17795 -4.21119 0.69386 0.48 -0.48 -0.01
H 2.01608 -4.43363 -1.06629 -0.36 0.56 -0.06
H 2.58196 -2.12207 0.47398 -0.12 0.52 0.44
C 1.45960 1.05096 5.45515 -0.09 -0.58 0.80
C 1.24035 2.37217 4.71381 2.46 -0.72 2.88
O 1.54157 2.19654 3.37612 -0.27 0.35 -1.86
H 1.63337 1.25638 6.51142 -0.19 0.06 0.14
H 2.36763 0.54181 5.13214 0.32 0.42 -0.32
H 0.73688 0.23673 5.40218 -0.63 0.48 -0.29
H 2.08900 2.95058 5.07895 -0.24 0.62 0.29
H 0.33653 2.91525 4.99000 -0.27 -0.19 -0.67
H 0.68956 1.92792 3.02466 -0.77 -0.52 -1.77
C -2.18406 -1.18477 5.79589 0.27 -1.86 1.53
C -2.36647 -0.02871 4.90898 1.11 -0.10 -0.76
O -1.43750 -0.33589 3.81799 -0.66 -0.15 0.71
H -1.18394 -1.29693 6.21458 0.34 0.29 -0.36
H -2.37213 -2.09602 5.22812 -0.04 -0.10 -0.07
H -2.79150 -1.27435 6.69649 -0.54 0.51 -0.20
H -2.03811 0.89205 5.39112 -0.38 0.24 -0.11
H -3.40835 -0.01488 4.58898 0.13 0.53 -0.33
H -1.29081 0.41024 3.23201 -0.15 0.45 -0.43
C -2.01247 -6.44998 -1.33867 0.34 0.77 -0.24
C -1.86374 -4.96237 -1.74812 -0.19 -0.88 -0.17
O -0.46550 -4.70611 -1.99114 -0.97 -0.03 0.64
H -2.99663 -6.79434 -1.02094 -0.23 0.42 -0.35
H -1.37552 -6.63883 -0.47454 0.28 0.01 -0.10
H -1.66978 -7.05684 -2.17675 0.00 -0.14 0.15
H -2.31786 -4.28361 -1.02620 0.39 0.05 0.63
H -2.40048 -4.67738 -2.65300 -0.22 -0.60 -0.31
H -0.49130 -3.76711 -2.18913 0.57 0.62 -0.19
C 3.05247 6.58401 -2.78208 -0.60 1.90 0.40
C 3.08191 5.30858 -2.02304 0.10 -3.95 -1.00
O 1.83027 4.59452 -1.78440 -1.07 2.07 0.04
H 4.04034 7.04399 -2.75713 0.07 0.02 0.45
H 2.33207 7.28129 -2.35440 0.18 0.25 0.50
H 2.80102 6.69638 -3.83671 -0.18 -1.41 -0.16
H 3.68100 5.22542 -1.11625 0.01 1.12 0.21
H 3.53930 4.54938 -2.65747 0.94 0.26 -0.36
H 1.93690 3.80790 -1.24453 0.58 -0.47 -0.12
C -1.93792 4.12349 -2.29003 -0.09 -0.01 1.04
C -2.27265 3.01615 -1.22670 -0.07 2.07 -2.72
O -1.76207 1.81707 -1.83999 0.78 -0.63 1.86
H -2.24459 5.11877 -1.96835 -0.10 0.01 0.19
H -2.50085 3.92157 -3.20132 0.21 -0.11 -0.15
H -0.86301 4.16639 -2.46555 -0.04 -0.11 -0.17
H -3.36263 3.01503 -1.23439 -0.09 -0.53 0.71
H -1.86574 3.31733 -0.26138 0.20 -0.97 -0.01
H -2.17984 1.74228 -2.70108 0.12 -0.29 -0.26
C 4.19803 -0.21945 -3.09360 0.15 0.00 -1.07
C 2.83811 0.38731 -3.49219 1.68 1.26 0.60
O 1.76308 -0.26090 -2.91667 -1.37 0.30 1.42
H 4.52598 -0.04688 -2.06854 -0.40 0.19 0.05
H 4.96019 0.18243 -3.76122 0.12 0.36 0.08
H 4.28362 -1.28860 -3.28778 -0.50 -0.17 0.11
H 2.64390 0.43791 -4.56355 0.41 -0.35 -0.33
H 2.80114 1.43290 -3.18648 0.08 0.09 0.19
H 1.68378 -1.04402 -3.46625 -0.90 -1.49 0.09
C 1.65913 6.90789 1.41195 -0.82 -1.94 1.52
C 1.50450 5.40371 2.01700 -0.22 2.15 -1.30
O 2.56520 4.66431 1.42459 0.95 -1.55 0.84
H 2.50576 7.38032 1.91005 -0.09 0.08 -0.15
H 0.73023 7.43231 1.63606 0.15 0.28 -0.02
H 1.80422 6.88305 0.33194 -0.01 -0.21 0.10
H 0.53333 4.95556 1.80698 -0.04 0.03 -0.56
H 1.53792 5.34572 3.10494 0.71 0.26 -0.03
H 2.33978 4.42181 0.52350 -0.43 0.24 -0.36
C -3.68069 4.82819 3.64009 -2.28 -0.71 -0.43
C -2.61141 3.81988 3.50660 2.79 0.48 0.73
O -3.01137 2.59354 3.00558 -1.34 -0.27 -0.07
H -3.43344 5.87635 3.80841 0.20 -0.34 0.02
H -4.45628 4.46706 4.31549 0.43 0.26 1.11
H -4.34800 4.69624 2.78840 0.47 0.69 -0.93
H -2.03144 3.68364 4.41939 -0.61 -0.27 1.20
H -1.73260 4.19247 2.98032 -0.21 0.47 -1.30
H -2.23529 2.17336 2.62775 0.48 -0.25 -0.49
C -4.88811 -1.26507 -0.34885 -2.81 -0.56 0.69
C -3.76483 -0.45528 -0.81403 0.52 0.89 -1.93
O -2.92711 -0.10087 0.25408 1.26 -0.57 0.64
H -4.68471 -1.68870 0.63465 -0.05 -0.20 -0.08
H -5.35127 -2.00916 -0.99686 1.00 -0.48 -0.33
H -5.78469 -0.64916 -0.27882 -0.01 0.43 0.74
H -4.08204 0.52871 -1.15932 -0.47 -0.24 -0.87
H -3.25290 -0.95871 -1.63415 0.64 0.20 0.30
H -3.52393 0.45686 0.75841 0.58 0.42 0.78
C 2.79400 -3.80847 4.74712 -0.20 0.99 0.46
C 2.61567 -2.45469 4.03233 0.34 -1.82 -0.63
O 3.12699 -2.63151 2.68276 -0.27 0.40 0.78
H 2.59468 -3.65335 5.80746 0.13 -0.02 0.18
H 3.82059 -4.15823 4.63815 -0.13 -0.09 -0.08
H 2.07115 -4.56696 4.44667 0.17 0.08 -0.43
H 3.19449 -1.66085 4.50445 -0.06 -0.03 0.28
H 1.55874 -2.19179 3.98901 -0.08 0.23 0.06
H 3.18798 -1.71556 2.40181 0.01 0.31 -0.69


# 2
15
Properties=species:S:1:pos:R:3:forces:R:3 method="wB97M-V/def2-TZVPD" de_lowest_kcal_mol=54.56 charge=0 smiles=O[C@H]1C[C@]2(CO2)C1 energy_ha=-345.71800 gap_ev=10.98 homo_ev=-10.0 largest_force_ev_per_a=0.42
O 1.59864 -0.53091 1.41328 0.11 0.05 -0.15
C 0.19492 -0.48527 1.36276 -0.31 -0.09 0.28
C -0.38939 -1.18033 0.09654 0.05 -0.15 -0.07
C -0.25887 0.19286 -0.55080 -0.05 0.01 0.00
C -0.24270 0.70732 -1.91176 -0.26 0.07 -0.20
O 0.97824 0.40765 -1.24660 0.26 0.03 0.02
C -0.36565 0.85670 0.81077 0.04 0.16 0.03
H 1.93204 -0.26913 0.54232 0.05 -0.03 0.17
H -0.15464 -0.81409 2.34176 -0.06 0.01 -0.12
H 0.20730 -1.98085 -0.34490 -0.06 0.05 0.07
H -1.42624 -1.50342 0.24099 0.17 0.13 -0.05
H -0.47701 0.06015 -2.75106 -0.04 -0.03 0.04
H -0.40262 1.76856 -2.08441 -0.10 -0.06 0.03
H 0.21552 1.76832 0.96587 -0.02 -0.13 0.05
H -1.40954 1.00243 1.11525 0.21 -0.02 -0.09